Run i
This record from OMol25 describes a 10-piece molecular cluster, C38H63N3O21 overall. The level of theory is ωB97M-V/def2-TZVPD.

Calculated values
E_HOMO in eV: -10.211
Frontier orbital gap in eV: 10.3
Net charge: 0

Last columns: bonded neighbours and bond lengths (Å).
Positions of all 125 atoms, in Å:
1 C -5.1660 -5.6149 1.4889  C2 1.450, H8 1.081, H9 1.106, H10 1.043
2 C -3.7180 -5.6819 1.4869  C1 1.450, C3 1.566, O7 1.427, H11 1.136
3 C -2.9900 -5.3509 0.1409  C2 1.566, O4 1.369, H12 1.025, H13 1.098
4 O -2.4810 -4.0949 0.3339  C3 1.369, C5 1.343
5 C -2.3780 -3.8729 1.6549  O4 1.343, O6 1.245, O7 1.329
6 O -1.7230 -2.9049 2.0829  C5 1.245
7 O -3.0230 -4.7949 2.3629  C2 1.427, C5 1.329
8 H -5.6790 -5.6889 2.4379  C1 1.081
9 H -5.6900 -6.3549 0.8549  C1 1.106
10 H -5.3970 -4.6119 1.3189  C1 1.043
11 H -3.4930 -6.7429 1.8259  C2 1.136
12 H -3.5340 -5.3959 -0.7271  C3 1.025
13 H -2.1640 -6.0429 -0.0701  C3 1.098
14 C 4.1210 4.8841 1.1559  C15 1.506, H21 1.131, H22 1.075, H23 1.117
15 C 3.9630 4.2171 -0.1851  C14 1.506, C16 1.472, O20 1.434, H24 1.106
16 C 2.5590 3.9061 -0.5001  C15 1.472, O17 1.461, H25 1.091, H26 1.112
17 O 2.4950 4.3801 -1.8811  C16 1.461, C18 1.290
18 C 3.5360 5.0681 -2.2081  O17 1.290, O19 1.197, O20 1.312
19 O 3.6780 5.6771 -3.2291  C18 1.197
20 O 4.4380 5.0451 -1.2551  C15 1.434, C18 1.312
21 H 3.5570 4.3041 1.9469  C14 1.131
22 H 3.6290 5.8131 0.9319  C14 1.075
23 H 5.2080 4.9781 1.3959  C14 1.117
24 H 4.4910 3.2501 -0.0901  C15 1.106
25 H 1.8610 4.5911 -0.0171  C16 1.091
26 H 2.2490 2.8691 -0.2471  C16 1.112
27 C -4.7770 -1.5619 0.0489  C28 1.471, H34 1.031, H35 1.121, H36 1.106
28 C -4.1330 -0.9429 -1.1201  C27 1.471, C29 1.532, O33 1.432, H37 1.075
29 C -2.6240 -1.1379 -1.3001  C28 1.532, O30 1.446, H38 1.106, H39 1.104
30 O -2.5780 -1.7479 -2.6101  C29 1.446, C31 1.240
31 C -3.7030 -1.8139 -3.1271  O30 1.240, O32 1.217, O33 1.357
32 O -3.8000 -2.1729 -4.2861  C31 1.217
33 O -4.7300 -1.4849 -2.3041  C28 1.432, C31 1.357
34 H -4.4100 -1.2169 0.9489  C27 1.031
35 H -4.5650 -2.6529 0.1939  C27 1.121
36 H -5.8640 -1.4159 0.1879  C27 1.106
37 H -4.3960 0.0971 -1.0481  C28 1.075
38 H -2.0590 -1.8529 -0.6731  C29 1.106
39 H -2.0340 -0.2059 -1.2461  C29 1.104
40 C -4.4170 2.6461 3.3369  C41 1.501, H47 1.118, H48 1.066, H49 1.049
41 C -3.8780 1.4721 2.5729  C40 1.501, C42 1.553, O46 1.416, H50 1.131
42 C -2.5080 0.9651 3.0999  C41 1.553, O43 1.476, H51 1.102, H52 1.051
43 O -2.7720 -0.4759 3.2789  C42 1.476, C44 1.285
44 C -4.0400 -0.6679 3.3659  O43 1.285, O45 1.215, O46 1.302
45 O -4.5190 -1.7169 3.7489  C44 1.215
46 O -4.6880 0.3521 2.8819  C41 1.416, C44 1.302
47 H -5.5310 2.7391 3.3489  C40 1.118
48 H -3.9230 3.5401 3.0329  C40 1.066
49 H -4.2030 2.5481 4.3589  C40 1.049
50 H -3.8110 1.6321 1.4549  C41 1.131
51 H -2.0870 1.3001 4.0619  C42 1.102
52 H -1.8250 1.2491 2.3529  C42 1.051
53 C 2.5610 -3.9559 -4.5021  C54 1.516, H60 1.123, H61 1.098, H62 1.137
54 C 2.4320 -4.3749 -3.0511  C53 1.516, C55 1.521, O59 1.315, H63 1.149
55 C 2.3680 -3.1649 -2.1321  C54 1.521, O56 1.380, H64 1.025, H65 1.147
56 O 1.0930 -3.2479 -1.6101  C55 1.380, C57 1.294
57 C 0.4760 -4.2749 -2.0981  O56 1.294, O58 1.202, O59 1.311
58 O -0.5820 -4.6769 -1.6921  C57 1.202
59 O 1.2830 -4.9829 -2.8511  C54 1.315, C57 1.311
60 H 2.6150 -4.8769 -5.1421  C53 1.123
61 H 3.4370 -3.3019 -4.6061  C53 1.098
62 H 1.6310 -3.3619 -4.7741  C53 1.137
63 H 3.2460 -5.1409 -2.7831  C54 1.149
64 H 2.3900 -2.2889 -2.6641  C55 1.025
65 H 3.2370 -3.1189 -1.3851  C55 1.147
66 C -3.8940 4.8221 -0.1291  O67 1.416, H72 1.073, H73 1.034, H74 1.083
67 O -3.2370 3.5791 -0.2971  C66 1.416, C68 1.370
68 C -2.0350 3.5481 -0.9541  O67 1.370, O69 1.411, O70 1.332
69 O -1.4020 4.6241 -1.6121  C68 1.411
70 O -1.5970 2.2911 -0.9001  C68 1.332, C71 1.355
71 C -0.4800 2.0051 -1.6121  O70 1.355, H75 1.123, H76 1.098, H77 1.031
72 H -3.2390 5.4681 0.4229  C66 1.073
73 H -4.6760 4.6241 0.5179  C66 1.034
74 H -4.2740 5.3191 -1.0131  C66 1.083
75 H -0.3790 2.1791 -2.7171  C71 1.123
76 H -0.0350 1.0261 -1.3921  C71 1.098
77 H 0.3120 2.5531 -1.2451  C71 1.031
78 C 5.2510 -0.7759 -1.0711  O79 1.464, H84 1.054, H85 1.106, H86 1.085
79 O 3.8990 -0.3729 -1.4631  C78 1.464, C80 1.355
80 C 3.7440 0.7441 -2.2151  O79 1.355, O81 1.345, O82 1.292
81 O 4.7740 1.5561 -2.5111  C80 1.345
82 O 2.5830 0.8501 -2.7711  C80 1.292, C83 1.375
83 C 2.3350 1.7241 -3.8031  O82 1.375, H87 1.127, H88 1.121, H89 1.111
84 H 5.6500 -1.4459 -1.7801  C78 1.054
85 H 5.0340 -1.2869 -0.1141  C78 1.106
86 H 5.9900 0.0061 -0.9331  C78 1.085
87 H 2.0430 1.2261 -4.7711  C83 1.127
88 H 3.1420 2.4231 -4.1451  C83 1.121
89 H 1.5180 2.4241 -3.5271  C83 1.111
90 C -0.2530 8.0051 0.8619  C91 1.520, H95 1.078, H96 1.063, H97 1.120
91 C -0.4360 6.4961 0.8699  C90 1.520, C92 1.605, H98 1.129, H99 1.058
92 C 0.0220 5.7961 2.2399  C91 1.605, C93 1.451, H100 1.081, H101 1.076
93 C 0.1090 4.3481 2.2399  C92 1.451, N94 1.151
94 N 0.1930 3.2001 2.2339  C93 1.151
95 H -0.6190 8.4081 -0.0681  C90 1.078
96 H 0.7400 8.3331 1.0509  C90 1.063
97 H -0.6770 8.3691 1.8329  C90 1.120
98 H 0.0580 6.1381 -0.0801  C91 1.129
99 H -1.4820 6.3741 0.7659  C91 1.058
100 H -0.6890 5.8281 3.0529  C92 1.081
101 H 0.9760 6.2221 2.4959  C92 1.076
102 C 0.4940 -0.7719 1.0429  C103 1.540, H107 1.113, H108 1.112, H109 1.131
103 C 1.6230 0.2721 0.9539  C102 1.540, C104 1.565, H110 1.075, H111 1.033
104 C 2.9240 -0.2539 1.6469  C103 1.565, C105 1.466, H112 1.109, H113 1.111
105 C 3.9370 0.8051 1.6949  C104 1.466, N106 1.161
106 N 4.7410 1.6421 1.7109  C105 1.161
107 H 0.8190 -1.7039 1.5579  C102 1.113
108 H 0.0580 -1.0359 0.0549  C102 1.112
109 H -0.5090 -0.4109 1.4199  C102 1.131
110 H 1.2850 1.0871 1.5689  C103 1.075
111 H 1.7700 0.7341 0.0419  C103 1.033
112 H 3.3370 -1.1979 1.2379  C104 1.109
113 H 2.5590 -0.3249 2.6939  C104 1.111
114 C 1.2980 -4.7379 1.2949  C115 1.577, H119 1.091, H120 1.093, H121 1.109
115 C 2.3850 -5.8759 1.3939  C114 1.577, C116 1.484, H122 1.114, H123 1.110
116 C 3.2300 -5.7539 0.1799  C115 1.484, C117 1.427, H124 1.017, H125 1.104
117 C 4.3670 -4.9129 0.3689  C116 1.427, N118 1.169
118 N 5.2950 -4.2279 0.5569  C117 1.169
119 H 0.9620 -4.5049 2.3059  C114 1.091
120 H 0.4710 -5.0239 0.6399  C114 1.093
121 H 1.8130 -3.8839 0.8089  C114 1.109
122 H 1.9340 -6.8919 1.4639  C115 1.114
123 H 3.0710 -5.8559 2.2669  C115 1.110
124 H 2.7260 -5.6289 -0.6951  C116 1.017
125 H 3.7760 -6.7049 0.0519  C116 1.104

Results of the Löwdin charge analysis, in e, for atoms 1 through 2: atom 1 (C): -0.03, atom 2 (C): -0.31


Run ii
This record from OMol25 describes a 10-piece molecular cluster, C38H63N3O21 overall. The level of theory is ωB97M-V/def2-TZVPD.

Calculated values
E_HOMO in eV: -10.305
Frontier orbital gap in eV: 10.6
Net charge: 0

Last columns: bonded neighbours and bond lengths (Å).
Positions of all 125 atoms, in Å:
1 C 3.2988 -2.2713 2.1974  C2 1.499, H8 1.100, H9 1.048, H10 1.115
2 C 4.0729 -1.4328 3.1690  C1 1.499, C3 1.527, O7 1.380, H11 1.123
3 C 5.0692 -2.2374 4.0003  C2 1.527, O4 1.430, H12 1.095, H13 1.079
4 O 6.2653 -2.0305 3.2445  C3 1.430, C5 1.306
5 C 6.1273 -0.9638 2.5034  O4 1.306, O6 1.230, O7 1.260
6 O 7.0813 -0.4387 1.9320  C5 1.230
7 O 4.9221 -0.5969 2.4724  C2 1.380, C5 1.260
8 H 4.0481 -2.9433 1.7548  C1 1.100
9 H 3.1115 -1.6870 1.3474  C1 1.048
10 H 2.3849 -2.8255 2.5158  C1 1.115
11 H 3.4457 -0.7469 3.7991  C2 1.123
12 H 4.8519 -3.3008 4.1417  C3 1.095
13 H 5.2636 -1.8627 4.9933  C3 1.079
14 C 1.6325 -3.0524 -5.2768  C15 1.506, H21 1.063, H22 1.059, H23 1.145
15 C 1.8704 -2.2242 -4.0416  C14 1.506, C16 1.537, O20 1.415, H24 1.081
16 C 1.0157 -2.5428 -2.8049  C15 1.537, O17 1.419, H25 1.053, H26 1.138
17 O 2.0895 -2.5813 -1.8782  C16 1.419, C18 1.290
18 C 3.2655 -2.4868 -2.4002  O17 1.290, O19 1.225, O20 1.254
19 O 4.2528 -2.5970 -1.6826  C18 1.225
20 O 3.2136 -2.1387 -3.6034  C15 1.415, C18 1.254
21 H 2.1363 -3.9881 -5.3143  C14 1.063
22 H 2.0749 -2.6733 -6.1613  C14 1.059
23 H 0.5251 -3.2507 -5.4922  C14 1.145
24 H 1.4815 -1.2238 -4.1709  C15 1.081
25 H 0.3816 -3.3734 -2.9376  C16 1.053
26 H 0.2330 -1.7455 -2.5870  C16 1.138
27 C -3.7321 0.8261 2.1742  C28 1.658, H34 1.117, H35 1.153, H36 1.103
28 C -3.8662 -0.7728 1.7550  C27 1.658, C29 1.586, O33 1.443, H37 1.165
29 C -5.0586 -1.7583 2.1031  C28 1.586, O30 1.486, H38 1.079, H39 1.057
30 O -5.7197 -2.1305 0.8253  C29 1.486, C31 1.351
31 C -5.0637 -1.4608 -0.1476  O30 1.351, O32 1.239, O33 1.368
32 O -5.3175 -1.6125 -1.3503  C31 1.239
33 O -4.0197 -0.7123 0.3214  C28 1.443, C31 1.368
34 H -4.3265 1.0013 3.1037  C27 1.117
35 H -4.0423 1.5363 1.3209  C27 1.153
36 H -2.6748 1.0959 2.3333  C27 1.103
37 H -2.9478 -1.3994 2.1045  C28 1.165
38 H -5.8140 -1.3344 2.7461  C29 1.079
39 H -4.6376 -2.6007 2.5830  C29 1.057
40 C 4.0772 2.5073 3.3425  C41 1.574, H47 1.111, H48 1.057, H49 1.080
41 C 2.8414 2.3092 4.2965  C40 1.574, C42 1.562, O46 1.444, H50 1.089
42 C 1.7897 3.4152 3.9658  C41 1.562, O43 1.340, H51 1.107, H52 1.149
43 O 0.6179 2.7780 4.0922  C42 1.340, C44 1.319
44 C 0.7874 1.4707 4.1392  O43 1.319, O45 1.237, O46 1.237
45 O -0.2022 0.7452 4.2959  C44 1.237
46 O 1.9807 1.1529 4.2082  C41 1.444, C44 1.237
47 H 4.6325 1.5573 3.4922  C40 1.111
48 H 4.6701 3.3426 3.6039  C40 1.057
49 H 3.8283 2.6342 2.2996  C40 1.080
50 H 3.1414 2.5145 5.3234  C41 1.089
51 H 1.8436 3.7446 2.9102  C42 1.107
52 H 1.8922 4.2753 4.7205  C42 1.149
53 C -2.2822 -4.7530 -5.1442  C54 1.560, H60 1.085, H61 1.086, H62 1.087
54 C -2.8876 -3.3897 -4.6862  C53 1.560, C55 1.552, O59 1.438, H63 1.083
55 C -2.7167 -3.0520 -3.1808  C54 1.552, O56 1.417, H64 1.181, H65 1.123
56 O -1.9905 -1.8373 -3.1196  C55 1.417, C57 1.410
57 C -1.6106 -1.5518 -4.4466  O56 1.410, O58 1.202, O59 1.255
58 O -1.0088 -0.5267 -4.6271  C57 1.202
59 O -2.1079 -2.3408 -5.2861  C54 1.438, C57 1.255
60 H -1.2754 -4.7497 -4.7392  C53 1.085
61 H -2.2562 -4.7549 -6.2297  C53 1.086
62 H -2.7176 -5.6579 -4.7268  C53 1.087
63 H -3.9342 -3.2409 -4.9198  C54 1.083
64 H -2.0534 -3.8696 -2.6451  C55 1.181
65 H -3.7510 -2.7915 -2.8296  C55 1.123
66 C 0.9200 0.3341 1.2138  O67 1.379, H72 1.039, H73 1.064, H74 1.079
67 O 0.7356 -0.0665 -0.0932  C66 1.379, C68 1.296
68 C 0.2786 0.8531 -0.8832  O67 1.296, O69 1.424, O70 1.305
69 O -0.5114 1.8849 -0.3002  C68 1.424
70 O 0.7471 0.7856 -2.0989  C68 1.305, C71 1.412
71 C 0.5709 1.8039 -3.0606  O70 1.412, H75 1.066, H76 1.068, H77 1.090
72 H 1.4418 1.2307 1.2756  C66 1.039
73 H 1.5077 -0.3362 1.7948  C66 1.064
74 H -0.0058 0.3230 1.7682  C66 1.079
75 H -0.3629 2.3140 -3.1192  C71 1.066
76 H 0.6446 1.3486 -4.0240  C71 1.068
77 H 1.3303 2.5861 -3.0428  C71 1.090
78 C -0.9449 -2.7725 -0.0035  O79 1.409, H84 1.053, H85 1.120, H86 1.068
79 O -1.8381 -3.6068 0.6973  C78 1.409, C80 1.312
80 C -1.4979 -3.8876 1.9334  O79 1.312, O81 1.422, O82 1.356
81 O -0.2499 -3.4655 2.4678  C80 1.422
82 O -2.3857 -4.6511 2.6175  C80 1.356, C83 1.462
83 C -1.9482 -5.1043 3.9363  O82 1.462, H87 1.041, H88 1.068, H89 1.123
84 H -1.3188 -2.3763 -0.9042  C78 1.053
85 H 0.0804 -3.1832 -0.1864  C78 1.120
86 H -0.8134 -1.8481 0.5158  C78 1.068
87 H -2.7490 -5.6381 4.3338  C83 1.041
88 H -1.7176 -4.4043 4.7093  C83 1.068
89 H -1.0599 -5.7835 3.8330  C83 1.123
90 C -1.0917 5.9549 0.5081  C91 1.541, H95 1.087, H96 1.096, H97 1.152
91 C -0.7865 5.1687 1.7981  C90 1.541, C92 1.513, H98 1.087, H99 1.062
92 C -1.6647 3.9578 2.0263  C91 1.513, C93 1.454, H100 1.051, H101 1.119
93 C -3.0902 4.1941 2.1893  C92 1.454, N94 1.178
94 N -4.2405 4.4402 2.2546  C93 1.178
95 H -2.0023 6.5464 0.4659  C90 1.087
96 H -1.0513 5.2685 -0.3454  C90 1.096
97 H -0.2625 6.7303 0.3117  C90 1.152
98 H -0.9320 5.8714 2.6143  C91 1.087
99 H 0.2155 4.8247 1.8771  C91 1.062
100 H -1.3840 3.1709 2.6631  C92 1.051
101 H -1.6843 3.4223 1.0434  C92 1.119
102 C -3.3252 1.1606 -2.6483  C103 1.604, H107 1.137, H108 1.075, H109 1.069
103 C -4.3949 2.3550 -2.6243  C102 1.604, C104 1.541, H110 1.083, H111 1.098
104 C -4.4232 2.9868 -1.2188  C103 1.541, C105 1.517, H112 1.143, H113 1.088
105 C -5.1568 4.3139 -1.1836  C104 1.517, N106 1.159
106 N -5.6419 5.3657 -1.2169  C105 1.159
107 H -3.5343 0.2093 -2.0622  C102 1.137
108 H -2.4419 1.6513 -2.2818  C102 1.075
109 H -3.2180 0.9024 -3.6801  C102 1.069
110 H -5.4209 2.0680 -2.8178  C103 1.083
111 H -4.1412 3.1396 -3.3490  C103 1.098
112 H -3.4291 3.0818 -0.6636  C104 1.143
113 H -4.8847 2.1898 -0.6400  C104 1.088
114 C 4.0434 0.4046 -0.5140  C115 1.503, H119 1.118, H120 1.068, H121 1.065
115 C 4.8882 1.6001 -0.8526  C114 1.503, C116 1.573, H122 1.060, H123 1.084
116 C 4.0308 2.7310 -1.5314  C115 1.573, C117 1.468, H124 1.093, H125 1.071
117 C 2.9865 3.2340 -0.6308  C116 1.468, N118 1.161
118 N 2.2066 3.6248 0.1351  C117 1.161
119 H 4.6308 -0.5229 -0.3003  C114 1.118
120 H 3.2398 0.1805 -1.1800  C114 1.068
121 H 3.5682 0.5223 0.4323  C114 1.065
122 H 5.7478 1.3516 -1.4216  C115 1.060
123 H 5.2243 2.1545 0.0168  C115 1.084
124 H 3.6432 2.4869 -2.5239  C116 1.093
125 H 4.7212 3.5251 -1.7325  C116 1.071

Results of the Löwdin charge analysis, in e, for atoms 1 through 2: atom 1 (C): 0.01, atom 2 (C): -0.32


run ii is the least stable structure shown above.